{
  "formula": "C30H35N3O6S3Ti",
  "method": "the ωB97M-V functional and the def2-TZVPD basis",
  "species": ["Ti", "S", "S", "S", "O", "O", "O", "O", "O", "O", "N", "N", "N", "C", "C", "C", "C", "C", "C", "C", "C", "C", "C", "C", "C", "C", "C", "C", "C", "C", "C", "C", "C", "C", "C", "C", "C", "C", "C", "C", "C", "C", "C", "H", "H", "H", "H", "H", "H", "H", "H", "H", "H", "H", "H", "H", "H", "H", "H", "H", "H", "H", "H", "H", "H", "H", "H", "H", "H", "H", "H", "H", "H", "H", "H", "H", "H", "H"],
  "positions_angstrom": [[-0.019, -0.121, 0.300], [-1.596, -0.769, 2.115], [-2.329, 0.379, -2.045], [-1.712, 0.992, 4.541], [0.213, -0.683, 3.923], [-3.509, 1.077, -1.632], [-1.274, 0.546, -0.936], [1.561, -0.001, 1.230], [-0.196, -1.900, -0.138], [-1.725, 0.704, -3.307], [-0.292, 3.614, -1.110], [1.484, -0.204, -1.462], [-0.408, 1.845, 1.295], [0.484, -2.904, -0.662], [-2.037, -2.177, -2.947], [0.853, -5.265, -0.892], [0.344, 2.380, 2.182], [0.169, -4.218, -0.308], [3.693, 2.390, 3.819], [-0.969, -0.148, 3.621], [2.180, 0.994, -1.979], [1.498, -2.656, -1.594], [-1.684, 4.001, 0.883], [1.893, -1.309, -1.958], [0.825, -0.334, 5.168], [2.164, -3.736, -2.184], [4.236, 1.200, 3.335], [-3.248, -5.580, -1.801], [-3.655, -3.240, -0.958], [-0.899, 4.199, -2.289], [2.242, 0.773, 2.062], [1.242, 2.129, -2.386], [-1.740, 2.490, 1.169], [3.524, 0.396, 2.467], [2.425, 2.759, 3.425], [1.684, 1.965, 2.543], [1.850, -5.034, -1.842], [-2.651, -1.350, -2.018], [1.082, 3.196, -1.301], [-2.245, -3.543, -2.873], [-0.467, 4.437, 0.077], [-3.052, -4.092, -1.879], [-3.461, -1.869, -1.021], [2.661, -1.270, -2.735], [0.178, -0.623, 5.994], [2.792, 0.689, -2.832], [1.009, 0.738, 5.218], [4.258, 3.013, 4.499], [2.869, 1.329, -1.196], [0.610, -6.281, -0.608], [-4.284, -3.653, -0.180], [-2.283, 1.983, 0.384], [3.930, -0.533, 2.090], [-2.589, 4.242, 0.320], [-1.736, 4.587, 1.805], [-1.413, -1.743, -3.716], [-1.768, -4.197, -3.595], [-3.979, -5.845, -1.037], [2.374, -5.863, -2.297], [-0.554, 5.504, -0.175], [2.941, -3.536, -2.913], [-0.616, -4.379, 0.418], [-3.591, -5.982, -2.755], [-1.935, 4.462, -2.073], [-0.032, 3.247, 2.730], [1.978, 3.673, 3.800], [1.759, -0.887, 5.186], [1.424, 2.786, -0.346], [-2.269, 2.304, 2.107], [-0.373, 5.110, -2.623], [0.435, 4.357, 0.688], [-3.929, -1.206, -0.305], [-0.917, 3.481, -3.108], [1.627, 2.582, -3.301], [0.274, 1.705, -2.640], [5.230, 0.899, 3.643], [-2.307, -6.077, -1.558], [1.749, 4.052, -1.518]],
  "mulliken_charge": [-0.4903, -0.4759, 1.8875, -0.2435, -0.1683, -0.7364, 0.6340, 0.7355, -0.0269, -0.8024, 0.9439, 0.6581, 0.8737, 0.6329, -0.4288, -0.3640, -1.3527, -0.9418, -0.9279, 0.2428, -1.2833, 0.6425, -1.0409, -0.2883, -0.8840, -0.8448, -0.5580, -1.4448, -0.7980, -1.2611, 0.2926, -0.4061, -0.4812, -0.9230, -0.7126, 1.1482, -0.9401, -0.3812, -0.3561, -0.4912, -1.2565, 0.9529, -0.5691, 0.1615, 0.3954, 0.6100, 0.3644, 0.4244, 0.2236, 0.4902, 0.3377, -0.3003, 0.5060, 0.5096, 0.3835, 0.4998, 0.4223, 0.3727, 0.4193, 0.5275, 0.4494, 0.5766, 0.3754, 0.3491, 0.3720, 0.4418, 0.2408, -0.4387, 0.4104, 0.3472, 0.4403, 0.5121, 0.3040, 0.4742, -0.1179, 0.4510, 0.2363, 0.4632],
  "orbital_gap_ev": 7.18,
  "e_tot_ha": -3824.0786,
  "e_above_lowest_kcal_mol": 0.0
}

***

{
  "formula": "ClH2NP2",
  "method": "the ωB97M-V functional and the def2-TZVPD basis",
  "species": ["Cl", "P", "P", "N", "H", "H"],
  "positions_angstrom": [[2.145, -0.591, -0.075], [-1.871, -0.851, 0.116], [0.067, -0.006, 0.029], [0.130, 1.529, 0.180], [1.047, 1.917, 0.360], [-1.518, -1.998, -0.609]],
  "nbo_charge": [-0.2881, -0.1199, 1.1544, -1.1296, 0.3908, -0.0076],
  "orbital_gap_ev": 7.37,
  "e_tot_ha": -1198.8037,
  "e_above_lowest_kcal_mol": 27.9
}

***

{
  "formula": "C3H7N5",
  "method": "the ωB97M-V functional and the def2-TZVPD basis",
  "species": ["N", "N", "N", "N", "N", "C", "C", "C", "H", "H", "H", "H", "H", "H", "H"],
  "positions_angstrom": [[1.023, 0.712, 1.227], [-0.125, -1.468, 0.554], [-1.054, 1.902, 1.347], [-1.003, -0.275, 0.514], [1.236, 0.364, -0.215], [0.433, -1.200, -1.900], [-0.334, 0.799, 1.054], [0.397, -0.679, -0.502], [-0.105, -0.526, -2.567], [1.471, 1.611, 1.373], [1.464, -1.297, -2.235], [-0.618, 2.651, 1.860], [-0.709, -2.230, 0.218], [-0.025, -2.187, -1.972], [-2.053, 1.822, 1.242]],
  "nbo_charge": [-0.4617, -0.4737, -0.7794, -0.4664, -0.4556, -0.6541, 0.6241, 0.4103, 0.2379, 0.3746, 0.2518, 0.4030, 0.3573, 0.2113, 0.4207],
  "orbital_gap_ev": 8.27,
  "e_tot_ha": -392.1441,
  "e_above_lowest_kcal_mol": 97.2
}

***

{
  "formula": "C7H7ClNO3P",
  "method": "the ωB97M-V functional and the def2-TZVPD basis",
  "species": ["Cl", "P", "O", "O", "O", "N", "C", "C", "C", "C", "C", "C", "C", "H", "H", "H", "H", "H", "H", "H"],
  "positions_angstrom": [[4.141, 2.105, -0.239], [2.512, 0.913, -0.333], [2.160, 0.758, -1.735], [4.541, -0.925, 0.181], [2.517, -1.644, 0.616], [3.350, -0.788, 0.288], [-2.769, -0.206, -1.117], [-1.495, 1.178, 0.335], [-2.511, 1.046, -0.566], [-0.642, 0.093, 0.578], [0.422, 0.261, 1.499], [-2.044, -1.338, -0.732], [-0.944, -1.234, 0.101], [-3.676, -0.361, -1.836], [-0.337, -2.115, 0.418], [-1.297, 2.207, 0.669], [0.685, 1.085, 2.177], [-3.246, 1.931, -0.749], [-2.394, -2.197, -1.187], [1.025, -0.770, 1.631]],
  "nbo_charge": [-0.2922, 1.3693, -1.0587, -0.3422, -0.4543, 0.3177, -0.1268, -0.1267, -0.2235, -0.2040, -0.1830, -0.2299, -0.1058, 0.2293, 0.2476, 0.2287, 0.2300, 0.2316, 0.2236, 0.2694],
  "orbital_gap_ev": [6.10, 6.11],
  "e_tot_ha": -1352.8139,
  "e_above_lowest_kcal_mol": 45.6
}

***

{
  "formula": "C18H35DyN2O",
  "method": "the ωB97M-V functional and the def2-TZVPD basis",
  "species": ["Dy", "O", "N", "N", "C", "C", "C", "C", "C", "C", "C", "C", "C", "C", "C", "C", "C", "C", "C", "C", "C", "C", "H", "H", "H", "H", "H", "H", "H", "H", "H", "H", "H", "H", "H", "H", "H", "H", "H", "H", "H", "H", "H", "H", "H", "H", "H", "H", "H", "H", "H", "H", "H", "H", "H", "H", "H"],
  "positions_angstrom": [[-0.441, -0.412, -0.553], [1.231, -0.404, 0.767], [2.394, -0.092, 2.641], [2.396, -2.201, 1.492], [1.791, 1.231, 2.554], [-1.826, 0.974, -2.130], [3.413, -0.331, 3.658], [-2.465, 0.666, 1.790], [-2.780, -0.568, 0.923], [2.049, -0.914, 1.648], [0.409, 0.507, -2.584], [-1.011, 1.921, -1.415], [-1.489, 3.184, -0.792], [1.807, -2.888, 0.340], [1.649, -0.088, -3.143], [3.420, -2.958, 2.199], [0.361, 1.624, -1.681], [-1.337, -1.077, -3.674], [-0.945, 0.112, -2.868], [-4.243, -1.050, 1.061], [-3.314, 1.038, -2.250], [1.523, 2.444, -1.265], [0.715, -3.043, 0.459], [2.492, 0.066, -2.457], [4.394, -0.541, 3.212], [-4.980, -0.339, 0.646], [4.196, -3.251, 1.477], [1.540, -1.167, -3.305], [-3.774, 1.354, -1.301], [2.019, -2.347, -0.600], [2.367, 1.810, -0.982], [-2.655, -0.370, -0.185], [-2.368, -1.396, -3.459], [2.993, -3.876, 2.617], [3.143, -1.123, 4.364], [-4.395, -2.024, 0.560], [-0.669, -1.936, -3.482], [0.703, 1.175, 2.706], [1.272, 3.077, -0.408], [2.267, -3.879, 0.256], [-3.618, 1.766, -3.025], [1.979, 1.682, 1.571], [-2.116, -1.406, 1.224], [-1.697, 0.410, 2.532], [-0.741, 3.588, -0.092], [-3.352, 1.015, 2.333], [-2.435, 3.054, -0.246], [1.939, 0.358, -4.108], [-2.113, 1.522, 1.183], [3.518, 0.591, 4.236], [1.857, 3.111, -2.071], [3.888, -2.400, 3.002], [-4.516, -1.196, 2.120], [-1.285, -0.878, -4.760], [2.227, 1.857, 3.342], [-3.725, 0.056, -2.524], [-1.661, 3.960, -1.552]],
  "lowdin_spin": [5.0965, -0.0179, 0.0007, 0.0002, 0.0001, -0.0153, 0.0000, -0.0020, -0.0080, -0.0008, -0.0085, -0.0105, -0.0001, -0.0013, 0.0007, 0.0000, -0.0033, -0.0020, -0.0186, -0.0008, -0.0006, 0.0010, -0.0008, 0.0001, 0.0000, 0.0000, 0.0000, 0.0000, -0.0002, -0.0004, 0.0001, -0.0041, 0.0001, 0.0000, 0.0000, -0.0001, -0.0005, 0.0000, 0.0000, 0.0000, -0.0004, 0.0000, -0.0024, 0.0001, 0.0000, -0.0002, 0.0000, 0.0003, -0.0005, 0.0000, 0.0003, 0.0000, 0.0000, -0.0005, 0.0000, -0.0001, -0.0002],
  "orbital_gap_ev": [8.05, 7.84],
  "total_charge": 2,
  "e_tot_ha": -1776.1541,
  "s_squared": 9.3658,
  "multiplicity": 6
}

***

{
  "formula": "C10H10BrN3",
  "method": "the ωB97M-V functional and the def2-TZVPD basis",
  "species": ["Br", "N", "N", "N", "C", "C", "C", "C", "C", "C", "C", "C", "C", "C", "H", "H", "H", "H", "H", "H", "H", "H", "H", "H"],
  "positions_angstrom": [[3.063, -0.533, -0.222], [0.939, -1.579, 2.111], [-0.132, 3.714, 0.020], [0.552, -1.144, -1.457], [0.919, 1.735, 0.937], [-0.042, 1.670, -1.215], [0.562, 0.951, -0.184], [0.729, -0.561, -0.216], [0.272, -1.260, 1.078], [-1.165, -1.691, 0.845], [-0.406, 2.987, -1.019], [-0.312, -2.044, -1.574], [-1.281, -2.424, -0.536], [0.526, 3.095, 0.948], [-2.233, -2.250, -0.874], [-0.374, -2.351, -2.523], [-0.327, 1.053, -2.040], [-0.888, 3.570, -1.869], [1.932, -1.301, 2.201], [-1.911, -0.969, 0.638], [-1.238, -3.466, -0.292], [-1.352, -2.159, 1.808], [1.349, 1.186, 1.674], [0.817, 3.772, 1.761]],
  "nbo_charge": [-0.2236, -0.5922, -0.4085, -0.4433, -0.2226, -0.2533, -0.0519, 0.2526, 0.2474, -0.4759, 0.0459, 0.1896, -0.4799, 0.0456, 0.2304, 0.1906, 0.2244, 0.1920, 0.3822, 0.2335, 0.2438, 0.2599, 0.2186, 0.1948],
  "orbital_gap_ev": 8.48,
  "e_tot_ha": -3125.2450,
  "e_above_lowest_kcal_mol": 21.3
}

***

{
  "formula": "C3H11N4S",
  "method": "the ωB97M-V functional and the def2-TZVPD basis",
  "species": ["S", "N", "N", "N", "N", "C", "C", "C", "H", "H", "H", "H", "H", "H", "H", "H", "H", "H", "H"],
  "positions_angstrom": [[-0.114, 1.986, -0.708], [0.255, -0.537, -1.489], [0.337, -0.110, -2.864], [-1.461, -0.640, 1.769], [-0.863, -0.123, 2.709], [0.647, -1.945, -1.351], [0.107, 0.251, -0.440], [-0.164, 2.702, 0.971], [1.526, -1.997, -0.845], [0.151, -0.975, -3.381], [-1.010, 3.555, 1.122], [-0.058, -2.569, -0.819], [-2.231, -1.183, 2.132], [0.801, 3.238, 0.963], [-0.272, 0.729, -3.011], [0.343, -0.247, 0.485], [0.842, -2.258, -2.394], [-0.426, 1.931, 1.749], [-1.208, -0.478, 3.637]],
  "nbo_charge": [0.3396, -0.1457, -0.6063, -0.3106, -0.2922, -0.4089, 0.0125, -0.7684, 0.2270, 0.3902, 0.2700, 0.2415, 0.3172, 0.2525, 0.4044, 0.2601, 0.2218, 0.2755, 0.3200],
  "orbital_gap_ev": 9.58,
  "total_charge": 1,
  "e_tot_ha": -737.7354,
  "e_above_lowest_kcal_mol": 6.2
}